C3H10N2O | wB97M-V/def2-TZVPD

Last column: Mulliken charge in e.
Geometry (Å):
C 1.06796 -0.95842 -0.63042  -0.7264
C -0.17557 -0.62654 0.24768  0.2275
C 0.05712 0.75357 0.89367  -0.7099
H 2.29958 -0.44536 -2.25809  0.2977
H 1.80876 0.82084 -1.23050  0.2532
H 1.85142 -1.18877 0.07754  0.3863
H 0.94360 -1.96360 -1.17412  0.3809
H -0.37652 -1.34830 1.03449  0.3644
H -2.14532 0.05953 -0.08460  0.2740
H -1.19090 0.03392 -1.33156  0.3082
H 0.98477 0.77762 1.61265  0.1757
H 0.04108 1.48350 0.08264  0.4471
H -1.30420 2.38660 1.54081  0.3384
N 1.33008 -0.00481 -1.69518  -0.6781
N -1.42341 -0.58475 -0.61917  -0.7640
O -0.99450 1.06242 1.85820  -0.5750

highest occupied orbital energy: -9.4 eV
HOMO-LUMO gap: 9.23 eV

***

C27H35FN4P2Pd | wB97M-V/def2-TZVPD

Last column: Mulliken charge in e.
Geometry (Å):
Pd 0.13721 -3.04172 3.08564  0.4583
C -0.86828 1.52298 5.04891  -0.5580
C -1.23722 0.88229 3.93307  -0.8418
C -0.85093 1.07121 2.48353  -0.3428
C 0.47035 0.49532 1.98339  0.9505
C 1.67006 0.62297 2.88058  -0.7013
C 1.92184 1.58292 3.76020  -0.8759
C 1.12670 2.83165 3.97953  -0.8113
C 0.13235 2.64289 5.14795  -0.6481
C 0.90821 -2.19618 4.71129  -0.4342
H -1.42353 1.30567 5.97567  0.3871
H -1.88121 -0.00453 4.02516  0.3223
H -0.93459 2.13834 2.23697  0.3992
H -1.65265 0.57941 1.90157  0.2351
H 0.35022 -0.57583 1.75030  -0.3177
H 0.71800 0.99478 1.03337  0.2293
H 2.29947 -0.28015 2.89968  0.7612
H 2.82213 1.52210 4.38135  0.3745
H 0.55267 3.12266 3.08807  0.2957
H 1.81906 3.64810 4.25365  0.4154
H 0.70637 2.53917 6.07641  0.3905
H -0.45951 3.55784 5.25755  0.3621
H 0.19971 -1.34518 4.63488  -0.0834
H 1.94379 -1.81081 4.60512  0.3371
H 0.73731 -2.73016 5.66006  0.3989
P 1.40780 -1.05344 -1.22827  -0.1048
P -2.07597 -0.43838 -1.11438  -0.1818
N 2.79181 0.02759 -1.47842  0.4809
N 2.11679 -2.30782 -2.30948  0.5002
N -2.32105 1.30511 -1.45573  0.4995
N -3.65773 -0.87493 -1.81849  0.3084
C 0.35817 -0.24138 -2.53234  -0.5678
C -1.06922 -0.83951 -2.63419  -1.2459
C 3.71599 0.33753 -0.47560  -0.5082
C 4.74335 1.11215 -1.02650  -0.6966
C 4.45137 1.27671 -2.42601  -0.7751
C 3.25618 0.60411 -2.67227  -0.1110
C 2.31601 -3.62695 -1.89003  -0.4400
C 2.78737 -4.38319 -2.94974  -0.6176
C 2.85439 -3.52389 -4.09696  -0.6602
C 2.45926 -2.25350 -3.66076  -0.0685
C -2.40471 2.27859 -0.44627  -0.5764
C -2.33422 3.53610 -1.02963  -0.7196
C -2.14303 3.34956 -2.44178  -0.8178
C -2.18506 1.97663 -2.66977  -0.2868
C -4.45238 -0.27537 -2.80747  -0.1641
C -5.50566 -1.12361 -3.12793  -0.5909
C -5.33993 -2.31683 -2.34536  -0.5674
C -4.20329 -2.14472 -1.56642  -0.4172
H 0.82792 -0.26304 -3.53904  0.2022
H 0.29885 0.81897 -2.21295  0.5826
H -1.56927 -0.50033 -3.56131  0.4452
H -1.05267 -1.94008 -2.67218  0.5927
H 3.54723 0.00271 0.52877  0.3882
H 5.59896 1.50886 -0.50876  0.4239
H 5.02842 1.81413 -3.15713  0.4488
H 2.69732 0.52596 -3.58997  0.3501
H 2.08699 -3.88585 -0.86695  0.3788
H 3.07691 -5.43072 -2.92428  0.3939
H 3.14841 -3.79334 -5.10506  0.4231
H 2.40499 -1.34319 -4.22937  0.1536
H -2.53199 1.97980 0.59780  0.6691
H -2.44437 4.49188 -0.51995  0.4079
H -2.01674 4.12267 -3.19418  0.4371
H -2.14714 1.43744 -3.60886  0.4562
H -4.20544 0.70561 -3.19848  0.3701
H -6.30438 -0.92028 -3.83850  0.4231
H -5.98106 -3.19308 -2.35989  0.4051
H -3.71621 -2.79383 -0.85376  0.3456
F -1.52052 -2.82060 4.22390  -0.6715

spin multiplicity: 3
highest occupied orbital energy (alpha / beta): -8.4 / -8.4 eV
HOMO-LUMO gap (alpha / beta): 7.54 / 5.97 eV

***

C21H32As2AuGeO9SSe | wB97M-V/def2-TZVPD

Last column: Mulliken charge in e.
Geometry (Å):
Au 0.79065 -0.19554 3.42550  0.3578
S -0.03867 -0.12991 6.76055  -0.0368
C 0.28146 -0.25495 5.30024  0.0253
O 2.14048 -0.11108 0.69463  -0.3455
C 1.52801 -0.21237 1.62217  1.0211
C -0.51701 -3.39196 -3.12571  -0.9367
Ge -0.67691 -4.95598 -1.95498  0.6378
C -1.93902 -6.35874 -2.49848  -1.1522
C 1.05924 -5.65145 -1.35519  -1.1996
C -1.66305 -4.15985 -0.24955  -0.9894
Se -0.48216 -3.40176 0.97249  0.5447
C -0.14408 -4.98872 2.03357  -1.0303
H 0.30762 -3.54240 -3.82199  0.4450
H -0.31690 -2.50060 -2.53165  0.1110
H -1.42837 -3.23883 -3.70155  0.3546
H -1.57549 -6.80758 -3.42329  0.3976
H -2.93231 -5.95243 -2.67995  0.3843
H -1.99831 -7.13924 -1.74169  0.3775
H 1.65192 -5.90793 -2.23328  0.4056
H 0.95440 -6.55492 -0.75595  0.3394
H 1.60592 -4.89764 -0.78829  0.3904
H -2.22154 -4.97925 0.19872  0.6187
H -2.31402 -3.38971 -0.65628  0.2341
H 0.17018 -5.80589 1.38719  0.2715
H -1.04671 -5.27136 2.57313  0.3833
H 0.64765 -4.76030 2.74295  0.3686
C 3.81366 4.08543 3.41824  -0.7840
O 2.91156 3.99229 2.29779  -0.2034
C 1.87222 3.20231 2.39790  -0.0859
O 1.56362 2.58199 3.40098  -0.5427
C 1.06091 3.08141 1.14114  -0.2013
C 1.58078 3.35407 -0.05833  0.5593
As 0.69513 2.94357 -1.76809  0.3041
C 2.08970 1.93903 -2.69033  -0.9895
C -0.66358 1.63180 -1.30609  0.1565
C -0.98706 1.14635 -0.04833  0.7056
As -0.70569 2.30403 1.52695  0.5284
C -1.74966 3.86585 0.93263  -1.0934
C -1.25410 -0.24785 0.19914  -0.5528
O -0.81911 -1.14983 -0.52287  -0.4925
O -1.94050 -0.63047 1.31480  -0.1087
C -3.04007 0.13872 1.81911  -0.8298
C -1.17236 1.37686 -2.65130  0.3217
O -0.61317 1.99446 -3.56179  -0.6299
O -2.19162 0.60023 -2.97602  -0.3616
C -3.19775 0.13206 -2.08578  -0.3087
C 3.00141 3.83956 -0.23903  0.4997
O 3.87868 3.02031 -0.29836  -0.5723
O 3.23005 5.13356 -0.38479  -0.3333
C 2.16944 6.09317 -0.30847  -0.5977
H 4.74826 4.46381 3.01928  0.3153
H 3.95746 3.10598 3.86830  0.3235
H 3.40692 4.76977 4.15981  0.2939
H 3.07336 2.14803 -2.27861  0.4475
H 2.05563 2.20836 -3.74342  0.3955
H 1.84721 0.88207 -2.59528  0.2584
H -1.44572 4.16176 -0.07161  0.3547
H -1.57460 4.68998 1.62336  0.4396
H -2.81302 3.63306 0.94234  0.3942
H -3.89681 -0.53145 1.87269  0.3157
H -3.27992 0.97719 1.16394  0.3402
H -2.80315 0.51340 2.81415  0.2797
H -4.09722 0.05206 -2.69051  0.4005
H -3.37502 0.83494 -1.27094  0.2331
H -2.93838 -0.84719 -1.68714  -0.0373
H 2.64819 7.05529 -0.15604  0.3349
H 1.50375 5.89547 0.53110  0.2618
H 1.60759 6.11897 -1.24381  0.2832

spin multiplicity: 4
net charge: +2
highest occupied orbital energy (alpha / beta): -12.0 / -14.1 eV
HOMO-LUMO gap (alpha / beta): 4.86 / 6.03 eV

***

C46H65BrInN2O2PS3Sb2Te | wB97M-V/def2-TZVPD

Last column: Mulliken charge in e.
Geometry (Å):
In 0.30271 -0.42776 1.53630  0.5016
C -2.75774 2.23136 4.79662  -1.8962
C -1.93914 2.71836 3.60636  0.6025
C -0.44367 2.63126 3.92204  -0.7357
C -2.25374 1.99608 2.31025  -0.9660
C -1.80051 2.53848 1.11343  -0.6629
C -2.05135 1.94400 -0.11426  -0.1482
C -1.59227 2.64545 -1.37454  2.2405
C -0.16214 3.17629 -1.26641  -2.0445
C -2.56213 3.77138 -1.74479  -1.8560
C -2.78737 0.74816 -0.15756  0.7874
C -3.23322 0.17307 1.03790  0.6678
C -2.95387 0.80309 2.25161  1.0090
C -4.06905 -1.09578 1.05799  1.1859
C -5.53804 -0.77476 1.35175  -1.5764
C -3.54738 -2.12095 2.06701  -1.6694
C -3.29926 0.20629 -1.46724  -0.7187
C -4.59094 0.63838 -1.79042  -0.7851
C -5.25621 0.19841 -2.91932  -1.2827
C -4.62618 -0.70353 -3.76274  -1.2754
C -3.34065 -1.12173 -3.46749  -0.5308
C -2.63853 -0.68134 -2.33798  0.1369
P -0.91980 -1.29638 -1.98358  1.6333
C 0.06921 -0.86566 -3.55160  2.7421
C 1.34734 -1.70945 -3.55559  -1.8191
C -0.59878 -0.98903 -4.92283  -2.2049
C 0.50298 0.59704 -3.39338  -1.9501
C -1.15826 -3.17231 -1.90392  2.4421
C -2.33438 -3.40010 -0.94742  -2.0303
C -1.42688 -3.95330 -3.19243  -1.7884
C 0.09244 -3.73869 -1.20976  -2.0275
H -2.57247 2.86689 5.66454  0.4861
H -2.47769 1.21234 5.07702  0.2409
H -3.82886 2.24441 4.58510  0.4115
H -2.18030 3.77453 3.43997  0.4929
H -0.16450 1.59764 4.14293  -0.0813
H -0.19623 3.24293 4.79397  0.4699
H 0.16400 2.97017 3.08039  0.1963
H -1.24534 3.47095 1.14438  0.5081
H -1.62176 1.91315 -2.17889  -0.6923
H -0.10890 4.05043 -0.61277  0.6446
H 0.21089 3.48355 -2.24543  0.6145
H 0.51696 2.41731 -0.87435  0.0799
H -2.59208 4.52148 -0.95012  0.3500
H -3.57479 3.39154 -1.89166  0.3158
H -2.24415 4.26508 -2.66640  0.4784
H -3.30853 0.34398 3.16612  0.5430
H -4.02105 -1.54248 0.06352  -0.5080
H -5.63176 -0.27028 2.31674  0.2716
H -6.13003 -1.69256 1.39164  0.4644
H -5.96769 -0.12497 0.58824  0.3159
H -3.75269 -1.81337 3.09498  0.4389
H -2.46771 -2.26263 1.99284  0.1899
H -4.03369 -3.08681 1.91016  0.4153
H -5.07555 1.33584 -1.11717  0.8707
H -6.25793 0.55111 -3.13283  0.3802
H -5.12591 -1.07466 -4.64918  0.4405
H -2.86514 -1.81541 -4.14213  0.5212
H 1.16022 -2.76118 -3.76904  0.4526
H 1.88189 -1.64198 -2.60779  0.0565
H 2.00787 -1.32396 -4.33843  0.3201
H -0.90295 -2.00949 -5.16013  0.2895
H 0.13026 -0.68078 -5.67979  0.5273
H -1.46493 -0.33435 -5.01874  0.4440
H 0.95779 0.78511 -2.41944  0.1253
H -0.33805 1.27691 -3.52747  0.3323
H 1.24057 0.83750 -4.16620  0.3390
H -3.28691 -3.10061 -1.38852  0.2592
H -2.19471 -2.84674 -0.01528  0.0617
H -2.39281 -4.46349 -0.69442  0.7377
H -2.41240 -3.73438 -3.60467  0.3053
H -1.40770 -5.02407 -2.96259  0.5206
H -0.68057 -3.77601 -3.96409  0.2603
H 0.27441 -3.25344 -0.24877  0.2835
H 1.00291 -3.63151 -1.79533  0.3431
H -0.06252 -4.80658 -1.02184  0.5349
S 5.41599 -0.55146 2.51411  -0.6469
Sb 4.24003 -2.12471 1.35824  0.4872
S 3.91283 -1.65760 -0.89388  -0.7108
S 2.05073 -2.45511 2.24051  -0.6922
C 2.55747 1.08653 3.99809  -0.6647
O 2.26692 1.13321 2.60301  1.0652
C 2.94562 2.02677 1.84031  -1.2603
C 3.60702 3.12989 2.34898  -0.0651
C 4.21875 4.00594 1.46147  -0.5407
Br 5.10969 5.52988 2.16515  -0.2442
C 4.19748 3.80379 0.10218  -0.9167
C 3.54973 2.67251 -0.40191  0.3211
C 2.92181 1.78691 0.45895  0.0816
O 2.18719 0.72518 0.00209  1.6305
C 3.55515 2.44883 -1.86005  0.3311
N 3.22706 3.35086 -2.75106  -0.7503
C 3.40704 2.71633 -3.96855  1.2326
C 3.17135 3.17654 -5.26421  -0.9393
C 3.41827 2.31371 -6.31455  -0.4406
C 3.89851 1.01108 -6.09486  -0.5058
C 4.13820 0.53619 -4.81949  -0.7030
C 3.87688 1.40947 -3.76754  -0.1005
N 3.96331 1.26813 -2.40515  0.2198
H 3.62832 0.93819 4.14728  0.4317
H 2.00551 0.23262 4.38459  -0.4215
H 2.21234 1.99611 4.49579  0.3062
H 3.65217 3.31122 3.41185  0.5672
H 4.66836 4.49385 -0.58248  0.5950
H 2.75875 -0.03960 -0.29611  -1.3195
H 2.79962 4.17999 -5.42800  0.4764
H 3.24008 2.64355 -7.33062  0.3841
H 4.08271 0.36551 -6.94464  0.3821
H 4.50233 -0.46768 -4.64209  0.4305
H 4.26725 0.44155 -1.88771  -0.1926
Te -0.56899 -1.68437 4.88201  -0.2791
C 1.40196 -3.85551 7.18515  -1.3388
Sb 1.60664 -3.13137 5.17163  0.9566
C 3.47291 -2.18394 5.47112  -0.8139
C 1.87901 -5.02871 4.26474  -1.1760
H 2.25304 -4.48361 7.45598  0.3956
H 0.47884 -4.42918 7.26238  0.3399
H 1.34115 -3.00361 7.86140  0.3477
H 4.18296 -2.93885 5.80946  0.4193
H 3.32608 -1.44553 6.25998  0.3800
H 3.82820 -1.69654 4.56615  -0.1442
H 2.73558 -4.97639 3.59884  0.3238
H 0.99160 -5.26184 3.68053  0.3080
H 2.02387 -5.76618 5.05381  0.4213

spin multiplicity: 2
net charge: -1
highest occupied orbital energy (alpha / beta): -4.5 / -4.7 eV
HOMO-LUMO gap (alpha / beta): 6.52 / 5.67 eV

***

C19H20N3O2PSr | wB97M-V/def2-TZVPD

Last column: Mulliken charge in e.
Geometry (Å):
Sr -0.26306 0.15540 -0.43075  2.8571
O -0.27318 -1.82158 -1.09312  -1.1919
C 0.25073 -2.65337 -1.95648  0.4510
C -0.47500 -3.77289 -2.41149  -0.5972
C 0.05681 -4.67162 -3.30992  -0.4223
C 1.35151 -4.49515 -3.80798  -0.8216
C 2.07270 -3.40275 -3.37749  -0.7407
C 1.55784 -2.47482 -2.46447  0.6136
C 2.39419 -1.32536 -2.05333  0.1562
N 2.07199 -0.28185 -1.29637  -0.0637
C 3.20501 0.51434 -1.22320  -0.7877
C 4.21538 -0.04458 -1.92598  -0.4583
N 3.68852 -1.20726 -2.44374  -0.0438
H -1.47141 -3.90461 -2.00837  0.3946
H -0.53376 -5.52251 -3.63000  0.3665
H 1.78028 -5.19396 -4.51330  0.3905
H 3.07268 -3.27233 -3.78061  0.2195
H 3.22197 1.42495 -0.64829  0.4199
H 5.23408 0.25552 -2.09684  0.4228
H 4.19006 -1.87673 -3.00032  0.1630
C -3.19632 2.12112 0.63726  -1.1435
P -2.09091 3.01513 -0.43545  1.1777
C -1.21591 4.18960 0.58258  -1.1802
C -3.09881 3.96833 -1.54746  -1.1501
O -1.14675 2.08538 -1.18338  -1.1133
H -3.84957 2.81798 1.16463  0.3876
H -2.62269 1.54494 1.37224  0.3327
H -3.80703 1.44081 0.04105  0.3292
H -1.83989 4.53891 1.40568  0.3699
H -0.90994 5.04062 -0.02671  0.4008
H -0.32554 3.71159 0.99312  0.3057
H -3.74360 4.66112 -1.00424  0.3535
H -3.71068 3.28912 -2.14194  0.3530
H -2.44296 4.52654 -2.21621  0.3435
N 0.00860 -0.69133 7.55176  -0.5173
C -0.03319 -0.54505 6.41092  -0.0580
C -0.08403 -0.37527 4.96933  0.6813
C -0.28029 0.88746 4.41981  -0.7437
C -0.32606 1.02174 3.03513  0.5369
C -0.18582 -0.04769 2.11842  -1.2402
C 0.00876 -1.29539 2.75224  -0.3386
C 0.06353 -1.47454 4.12650  -0.7824
H -0.39117 1.74074 5.07877  0.4010
H -0.47284 2.04353 2.66840  0.1134
H 0.12768 -2.18794 2.14083  0.4417
H 0.21810 -2.45632 4.55876  0.4121

highest occupied orbital energy: -7.4 eV
HOMO-LUMO gap: 7.39 eV

***

In the order shown, the computed energy above the lowest of the compared OMol25 structures with the same formula, charge and spin values come out to 101.15, 36.76, 15.51, 0.71, 17.22 kcal/mol.
In the order shown, the computed maximum force values come out to 6.38, 3.61, 1.57, 0.31, 3.05 eV/Å.